1.
A single C3H8N2O molecule, computed with wB97M-V/def2-TZVPD.

Summary:
SMILES	CCN(N)C=O
energy relative to the best compared isomer or geometry (same formula, charge and spin)	2.5176	eV
HOMO level	-8.72	eV
largest force on an atom	0.072	Eh/bohr
net charge	0

```
14
Properties=species:S:1:pos:R:3:forces:R:3
O -0.326538 0.631846 -2.837968 0.49 -0.09 -0.54
N -0.360295 0.084328 -0.597117 -1.08 0.96 -2.85
N -0.828020 -1.195996 -0.842159 0.31 -0.80 -0.63
C 0.863100 -0.154259 1.306807 -0.66 -0.05 -0.71
C -0.348521 0.547436 0.719108 1.65 1.20 1.61
C -0.061464 0.890705 -1.697205 -2.31 -2.72 0.90
H -1.349294 -1.550861 -0.056815 -0.23 0.15 0.19
H 0.985851 -0.099372 2.320648 0.04 0.20 2.82
H -0.000026 -1.773841 -0.941922 -0.23 -0.42 -0.11
H -1.232810 0.274339 1.327798 0.04 0.24 -0.66
H 0.732849 -1.175426 1.040952 -0.02 -1.11 0.13
H 1.795481 0.105923 0.887799 0.93 0.82 -0.85
H 0.370505 1.749845 -1.331365 1.28 2.60 0.52
H -0.240817 1.665333 0.701440 -0.20 -0.97 0.19
```
Forces are in eV/Å.

Here are the Löwdin charges for atoms 1 to 6, given in e: O 0.05; N -0.24; N 0.09; C -0.08; C -0.23; C -0.30

=====

2.
A single C3H8N2O molecule, computed with wB97M-V/def2-TZVPD.

Summary:
SMILES	NCNCC=O
energy relative to the best compared isomer or geometry (same formula, charge and spin)	2.9733	eV
HOMO level	-8.82	eV
largest force on an atom	0.077	Eh/bohr
net charge	0

```
14
Properties=species:S:1:pos:R:3:forces:R:3
O 1.580793 0.603995 2.183723 1.46 1.72 -0.13
N -1.067872 0.022405 -0.185483 3.82 0.96 -0.14
N -0.734612 -1.000873 -2.432587 -0.52 -0.26 -1.10
C 0.989920 0.909012 1.176919 -1.18 -3.44 0.87
C -0.249151 0.046669 1.083050 -3.08 0.50 -2.45
C -0.176815 -0.280723 -1.344858 -2.04 2.83 -0.98
H -0.139156 -0.960450 1.432697 1.03 -0.46 0.36
H -1.940498 -0.419294 -0.068578 -0.67 -1.02 -0.25
H 0.179387 0.763529 -1.704443 -0.70 -1.53 0.10
H -1.590872 -0.678513 -2.834110 -0.31 1.04 -0.09
H 1.290761 1.509243 0.325784 0.44 0.85 0.08
H -1.000414 0.478243 1.693009 -0.28 0.66 1.56
H 0.735421 -0.758058 -1.188456 1.50 -1.19 1.50
H -0.947297 -1.967128 -2.289868 0.54 -0.65 0.67
```
Forces are in eV/Å.

Here are the Löwdin charges for atoms 1 to 6, given in e: O 0.05; N -0.06; N 0.00; C -0.21; C -0.18; C -0.34

=====

3.
2 unconnected molecules or ions with the total composition C3H8N2O, computed with wB97M-V/def2-TZVPD.

Summary:
SMILES	C=NC.NC=O
energy relative to the best compared isomer or geometry (same formula, charge and spin)	1.8238	eV
HOMO level	-9.74	eV
largest force on an atom	0.030	Eh/bohr
net charge	0

```
14
Properties=species:S:1:pos:R:3:forces:R:3
O 5.337380 1.704244 -2.689116 -0.16 0.10 -0.01
N 3.671120 0.227221 -2.237250 -0.20 0.15 0.22
N -3.077342 -0.315936 0.922583 -0.51 0.15 -0.48
C 4.309392 1.421562 -2.118712 0.41 -0.28 -0.47
C -3.989653 -0.873416 1.895148 0.19 0.09 0.36
C -1.857975 -0.275753 1.159649 1.49 0.14 0.23
H -1.342740 -0.651542 2.057901 -0.43 -0.05 0.18
H 3.774556 2.131320 -1.477529 -0.04 0.06 0.26
H -1.158179 0.176911 0.450472 -0.33 -0.08 -0.17
H -3.733374 -0.587388 2.924659 -0.03 0.04 -0.13
H -4.977749 -0.497500 1.649411 -0.18 -0.24 0.18
H -3.962584 -1.962190 1.858059 -0.21 -0.05 -0.17
H 4.022934 -0.490418 -2.851568 0.14 0.09 0.18
H 2.984216 -0.007116 -1.543706 -0.16 -0.13 -0.18
```
Forces are in eV/Å.

Here are the Löwdin charges for atoms 1 to 6, given in e: O 0.01; N 0.11; N -0.10; C -0.43; C -0.15; C -0.11

=====

4.
A single C3H8N2O molecule, computed with wB97M-V/def2-TZVPD.

Summary:
SMILES	CC/N=C/NO
energy relative to the best compared isomer or geometry (same formula, charge and spin)	3.0634	eV
HOMO level	-9.21	eV
largest force on an atom	0.036	Eh/bohr
net charge	0

```
14
Properties=species:S:1:pos:R:3:forces:R:3
O -1.553066 2.430138 1.145998 -0.62 1.30 1.03
N -0.220736 2.211658 0.792395 0.86 -0.48 -1.24
N 0.770767 0.314544 -0.188538 -0.90 0.35 1.03
C 0.174349 -1.807153 -1.324809 -0.17 0.61 0.12
C 0.874492 -1.120715 -0.100011 -0.31 -1.64 -0.76
C -0.060360 0.815406 0.633094 0.17 0.43 -0.02
H 0.212417 -2.901266 -1.334505 0.12 0.13 0.48
H 0.019575 2.741148 -0.080810 -0.42 -0.71 1.05
H -0.747782 0.286417 1.354242 0.85 0.16 -0.72
H 1.938448 -1.412873 -0.082648 -0.40 0.15 0.12
H -1.500743 2.998907 1.951254 -0.09 -0.66 -0.91
H -0.900564 -1.511646 -1.281300 0.74 -0.17 -0.35
H 0.363300 -1.532524 0.801496 0.48 0.29 -0.27
H 0.629902 -1.512040 -2.285859 -0.32 0.25 0.43
```
Forces are in eV/Å.

Here are the Löwdin charges for atoms 1 to 6, given in e: O -0.09; N -0.08; N 0.02; C -0.10; C -0.32; C -0.23